Entry 1:
The following is a DFT calculation (ωB97M-V/def2-TZVPD) of a structure of composition C4H2BrIS.

The geometry in ORCA input format:
```
! RIJCOSX wB97M-V def2-TZVPD def2/J DEFGRID3
* xyz 0 1
C -0.24227 -0.92192 0.12663
C -0.71798 0.22095 -0.42338
C -0.89671 -2.06657 0.72199
C -3.25025 0.54661 0.54793
S -2.42590 0.51201 -0.85736
Br -2.34224 -2.79908 -0.18802
I -5.30597 0.67700 0.18335
H 0.80125 -1.30703 0.28223
H -0.17825 1.01907 -0.98310
*
```

Properties
E_tot = -3423.25924 a.u.
E_LUMO (alpha / beta) = -1.763 / -1.596 eV
ΔE to the lowest compared entry with this formula, charge and spin = 0.421 eV


Entry 2:
The following is a DFT calculation (ωB97M-V/def2-TZVPD) of a structure of composition C6H9N3.

The geometry in ORCA input format:
```
! RIJCOSX wB97M-V def2-TZVPD def2/J DEFGRID3
* xyz 0 1
C 0.26906 -0.52677 1.66103
C 0.71361 -1.66299 -0.28204
C 0.35211 -0.26396 -0.55018
C -0.03970 0.36777 0.50709
C -0.97779 1.54292 0.21668
C 0.32725 0.50974 -1.77778
H -0.04402 0.60197 2.92807
H 0.90903 -2.42868 1.49949
H 0.04288 -2.36135 -0.97801
H 1.79019 -2.03563 -0.36825
H -0.69234 2.65517 0.92751
H -2.13172 1.40224 0.37095
H -1.48787 1.82288 -1.95070
H -0.40940 0.01395 -2.44965
H 1.35574 0.82144 -2.25991
N 0.17553 -0.41674 2.84283
N 0.36038 -1.76111 1.09302
N -0.51294 1.71914 -1.43014
*
```

Properties
E_tot = -398.14276 a.u.
E_LUMO = 0.747 eV
ΔE to the lowest compared entry with this formula, charge and spin = 3.610 eV


Entry 3:
The following is a DFT calculation (ωB97M-V/def2-TZVPD) of a cluster of 11 separate species, C23H41Cl15O18 in total.

The geometry in ORCA input format:
```
! RIJCOSX wB97M-V def2-TZVPD def2/J DEFGRID3
* xyz 0 1
C -1.07728 1.11024 4.57839
O -0.80137 2.39761 5.12280
C 0.37694 2.84979 5.03494
O 1.23155 2.40642 4.27988
O 0.52594 3.85773 5.91419
C 1.77980 4.46780 6.03550
H -0.37967 0.38759 4.95311
H -0.97204 1.15085 3.45267
H -2.06840 0.96149 4.85855
H 1.76859 5.36756 5.45154
H 2.63848 3.82550 5.78432
H 1.84250 4.73276 7.08682
C 7.23900 1.16454 2.85107
O 5.90010 0.81493 3.16581
C 5.32109 -0.15191 2.45376
O 5.83027 -0.84546 1.58588
O 4.06014 -0.35992 2.81827
C 3.32485 0.57238 3.65899
H 7.28071 2.24826 2.87368
H 7.47463 0.99709 1.83007
H 7.91918 0.67786 3.53679
H 3.52820 1.62268 3.45137
H 3.46076 0.35852 4.73399
H 2.31990 0.31847 3.32777
C 0.61472 -3.10395 -0.83373
O 0.27844 -2.28851 -1.92148
C -0.78939 -2.60891 -2.59604
O -1.42289 -3.63992 -2.47996
O -1.04869 -1.61857 -3.47807
C -2.08213 -1.96811 -4.37783
H 1.66872 -2.89162 -0.67646
H 0.68577 -4.21267 -1.08657
H 0.03849 -2.86695 0.04113
H -2.99905 -2.02733 -3.78856
H -1.83625 -2.85154 -4.87819
H -2.18087 -1.08346 -4.97977
C 0.90178 -2.19856 3.63839
O 0.16621 -3.36524 3.15780
C 0.86085 -4.28089 2.43801
O 1.98997 -4.13422 2.15092
O 0.08361 -5.40556 2.26069
C -1.39001 -5.29220 2.57803
H 1.42880 -1.63953 2.89221
H 1.64069 -2.44529 4.38195
H 0.12329 -1.58090 4.18128
H -1.75397 -4.54991 1.88656
H -1.49551 -5.06859 3.60756
H -1.76295 -6.27722 2.30215
C -0.00216 1.77723 -9.42960
O -0.26199 0.99003 -8.23516
C 0.69984 1.16748 -7.29781
O 1.55604 1.98068 -7.38648
O 0.48917 0.25621 -6.31765
C 1.35956 0.40640 -5.20890
H -0.81877 1.53631 -10.09448
H 1.00550 1.54399 -9.77596
H 0.02375 2.79501 -9.15615
H 1.19362 1.41093 -4.81927
H 2.42169 0.21558 -5.36969
H 1.03745 -0.29155 -4.40450
C -3.23125 -0.11201 -0.23440
O -2.13891 -0.07203 0.69503
C -0.95908 0.46283 0.35405
O 0.02708 0.41134 1.06567
O -1.00480 0.97160 -0.87417
C 0.23848 1.34673 -1.57402
H -4.06815 -0.44694 0.33989
H -2.98687 -0.84572 -1.00475
H -3.51988 0.83929 -0.63157
H -0.17544 1.42631 -2.57588
H 0.91782 0.48577 -1.59919
H 0.78960 2.23006 -1.20425
C -8.21591 -0.90255 -1.00215
Cl -7.16897 0.48714 -0.98235
Cl -8.92839 -0.91562 -2.60714
Cl -9.32421 -0.92790 0.43445
H -7.59779 -1.80368 -0.90994
C 1.80989 3.82967 1.43813
Cl 2.83622 2.99388 0.28579
Cl 0.16436 4.11568 0.80595
Cl 2.51623 5.44613 1.83949
H 1.76766 3.15360 2.29436
C 4.47857 -0.82983 -1.11995
Cl 2.98616 -0.62692 -0.20141
Cl 5.33293 0.72311 -1.21363
Cl 4.28609 -1.45572 -2.76502
H 5.12678 -1.52094 -0.57279
C -5.16857 -1.93564 3.43747
Cl -5.34503 -0.27516 4.03103
Cl -5.49865 -3.21952 4.61786
Cl -3.55903 -2.08382 2.82562
H -5.87274 -2.06326 2.61616
C -3.47963 2.84614 -4.41022
Cl -2.66890 1.76629 -5.49462
Cl -2.88618 2.80498 -2.72287
Cl -5.18506 2.51877 -4.41287
H -3.24162 3.85652 -4.73228
*
```

Properties
E_tot = -9158.13900 a.u.
E_LUMO = 0.110 eV


Entry 4:
The following is a DFT calculation (ωB97M-V/def2-TZVPD) of an isolated molecule of C3H8FISi.

The geometry in ORCA input format:
```
! RIJCOSX wB97M-V def2-TZVPD def2/J DEFGRID3
* xyz 0 1
C -0.50718 -2.23544 -0.63434
C 1.94298 -0.44429 0.69955
C -2.19297 3.48883 0.67942
F 0.86298 -0.39565 -1.97313
Si 0.39438 -0.62183 -0.49365
I -1.19726 1.43454 0.65871
H -0.65432 -2.80971 0.24152
H -1.46318 -2.20637 -1.14256
H 0.08259 -3.05128 -1.30942
H 2.36190 -1.22751 1.29208
H 2.72299 0.01219 0.10805
H 1.39878 0.27967 1.36644
H -1.28583 4.12646 0.88775
H -2.46586 3.65040 -0.38041
*
```

Properties
E_tot = -806.07726 a.u.
E_LUMO (alpha / beta) = -1.055 / -1.056 eV
ΔE to the lowest compared entry with this formula, charge and spin = 3.823 eV


Entry 5:
The following is a DFT calculation (ωB97M-V/def2-TZVPD) of a structure of composition C6H8N2.

The geometry in ORCA input format:
```
! RIJCOSX wB97M-V def2-TZVPD def2/J DEFGRID3
* xyz 0 1
C 2.13404 -1.05705 -0.41840
C -0.22806 1.72202 -0.83697
C -1.23149 1.18588 0.19325
C -0.10883 0.04441 0.60818
C -0.75999 -1.17065 0.82670
C -1.32327 -2.27881 0.98893
H 3.24525 -0.98112 -0.60738
H 1.40755 -2.25119 -0.57199
H 0.59387 2.34194 -0.14748
H -0.31342 1.96000 -2.06474
H -2.16988 0.97658 -0.31093
H -1.34087 1.81846 0.99537
H 0.43122 0.24992 1.69510
H -2.44382 -3.03358 1.06891
N 1.69910 0.16347 -0.66440
N 0.40860 0.30971 -0.75416
*
```

Properties
E_tot = -342.59299 a.u.
E_LUMO = 0.625 eV
ΔE to the lowest compared entry with this formula, charge and spin = 9.277 eV


Entry 6:
The following is a DFT calculation (ωB97M-V/def2-TZVPD) of a structure of composition C27H59B3O19P2.

The geometry in ORCA input format:
```
! RIJCOSX wB97M-V def2-TZVPD def2/J DEFGRID3
* xyz 0 1
C 1.72442 -4.97248 -0.57709
C 2.72080 -3.98238 -1.12511
O 3.63260 -3.67219 -0.09388
C 4.53402 -2.63642 -0.45930
B 4.00148 -1.18518 -0.13033
O 4.63967 -0.11671 -0.74823
B 4.27343 1.12645 -0.31911
O 3.58679 1.22281 0.87773
B 2.56687 0.30879 0.81153
P 0.76489 0.95696 0.69097
P -0.13896 -0.72017 -0.32181
O 0.65120 -0.93845 -1.52446
O -0.08571 -1.99432 0.65236
O -1.65772 -0.41377 -0.62557
O 2.94544 -1.00811 0.72599
H 2.21754 -5.55923 0.18973
H 0.90628 -4.45895 -0.10547
H 1.37482 -5.64575 -1.34496
H 3.22272 -4.35389 -2.01864
H 2.18113 -3.07504 -1.40795
H 5.48068 -2.78238 0.04918
H 4.69208 -2.67299 -1.53461
H 4.45994 2.10909 -0.95308
H 0.17120 1.02954 1.96074
H -0.82130 -2.59139 0.42119
H -1.91102 -0.93345 -1.41185
O -4.13453 -3.26937 0.39868
C -4.84147 -2.36282 0.74959
O -5.78427 -1.91347 -0.10440
C -6.77019 -0.94652 0.26378
C -6.24949 0.47077 0.14095
C -4.63783 -1.67134 2.07512
H -7.16458 -1.15992 1.25773
H -7.58869 -1.09942 -0.43749
H -5.41263 0.65310 0.81449
H -7.03809 1.18730 0.37167
H -5.89651 0.65398 -0.87408
H -3.82243 -0.95534 1.97181
H -4.36319 -2.41538 2.81167
H -5.51616 -1.16004 2.45750
O 8.55156 4.75700 -2.78181
C 8.80707 3.65805 -2.37734
O 7.94894 2.65233 -2.64295
C 8.22794 1.28226 -2.34485
C 7.89563 0.93278 -0.91001
C 10.02740 3.39276 -1.52343
H 9.25782 1.03434 -2.60640
H 7.58847 0.71327 -3.01708
H 8.50193 1.50086 -0.20378
H 8.05961 -0.12936 -0.72687
H 6.85127 1.16273 -0.70761
H 9.80144 3.67727 -0.49699
H 10.83822 4.01630 -1.89049
H 10.37302 2.36233 -1.53919
O -0.67882 3.71835 0.17006
C -0.75757 3.94551 -1.00644
O -0.21718 5.08578 -1.47592
C -0.11001 5.38941 -2.87188
C -1.38488 5.98738 -3.42819
C -1.49769 3.02771 -1.94887
H 0.21359 4.51040 -3.43053
H 0.69908 6.11476 -2.93810
H -2.22268 5.29737 -3.36100
H -1.25453 6.25646 -4.47183
H -1.65376 6.88126 -2.86250
H -2.56317 3.24243 -1.87721
H -1.32426 2.00247 -1.63243
H -1.18865 3.10663 -2.98733
O -4.92147 -2.48971 5.10518
C -4.42188 -3.54999 5.37515
O -5.15002 -4.66855 5.22738
C -4.58812 -5.98264 5.34541
C -4.51745 -6.44251 6.78683
C -3.01692 -3.63795 5.92014
H -3.62177 -6.03287 4.84188
H -5.26534 -6.62631 4.78769
H -3.86369 -5.80581 7.38267
H -4.14174 -7.46435 6.83976
H -5.50727 -6.40916 7.24252
H -3.03448 -3.42361 6.98816
H -2.41651 -2.88323 5.41830
H -2.53323 -4.59598 5.75080
O -3.31390 6.17184 -5.72838
C -3.45833 7.22485 -6.28559
O -3.21158 7.29682 -7.60748
C -3.48964 8.45605 -8.39727
C -2.37136 9.47504 -8.32661
C -3.83218 8.47561 -5.52325
H -4.45770 8.88053 -8.12786
H -3.58422 8.08431 -9.41554
H -2.23272 9.85426 -7.31426
H -2.58405 10.31919 -8.98256
H -1.43035 9.02071 -8.63532
H -2.93348 8.88142 -5.06020
H -4.53490 8.19819 -4.74196
H -4.30117 9.24800 -6.12704
O -1.06225 -5.42473 3.65168
C 0.02046 -5.67104 4.10751
O 0.13338 -6.68857 4.98485
C 1.38996 -7.16615 5.47364
C 1.89234 -6.34894 6.64553
C 1.22819 -4.82500 3.77643
H 2.11845 -7.22507 4.66432
H 1.19558 -8.18783 5.79409
H 2.07729 -5.31209 6.36550
H 2.82006 -6.77004 7.03284
H 1.15079 -6.34317 7.44422
H 1.20816 -3.93193 4.39947
H 1.15849 -4.52544 2.73375
H 2.18151 -5.32974 3.90851
*
```

Properties
E_tot = -3251.35358 a.u.
E_LUMO = 0.446 eV


Entry 7:
The following is a DFT calculation (ωB97M-V/def2-TZVPD) of a structure of composition C12H23BrNO7S.

The geometry in ORCA input format:
```
! RIJCOSX wB97M-V def2-TZVPD def2/J DEFGRID3
* xyz 1 1
O -2.82479 4.89585 -1.50963
S -3.98368 4.29285 -0.94740
O -5.18747 4.99409 -0.75488
O -3.52742 3.57880 0.42428
C -2.74540 2.45646 0.06537
Br -2.85419 1.10615 1.42350
C -3.15829 2.05071 -1.39793
C -3.61112 0.63397 -1.70600
O -2.55516 -0.15704 -2.21026
O -2.25488 0.43180 -3.49812
O -4.28015 2.92057 -1.67182
H -1.70342 2.77243 0.06386
H -2.34309 2.35259 -2.05498
H -4.41746 0.68209 -2.44149
H -3.96418 0.10234 -0.82410
H -1.67408 -0.24577 -3.86766
C 3.62213 -0.45024 -0.17199
C 2.18471 0.02563 0.13679
C 1.99493 0.41647 1.61804
C 2.00084 -0.74741 2.59557
C 0.95665 -1.78624 2.21545
C 1.10789 -2.32625 0.78240
N 1.15012 -1.06969 -0.09572
O 0.07301 -0.67867 -0.45399
C 2.36672 -3.19161 0.65560
C -0.09051 -3.16734 0.37156
C 1.86726 1.21459 -0.75710
H 4.26324 -0.37672 0.70434
H 3.66921 -1.47190 -0.53439
H 4.05202 0.16457 -0.95858
H 1.04767 0.95768 1.71032
H 2.79247 1.12427 1.84401
H 2.99382 -1.19775 2.65563
H 1.77723 -0.36898 3.59326
H 1.01092 -2.65530 2.87161
H -0.04446 -1.35793 2.32708
H 2.57872 -3.44039 -0.38424
H 2.18194 -4.12230 1.18720
H 3.25208 -2.74032 1.09392
H -1.03763 -2.65700 0.53552
H -0.08427 -4.07173 0.97523
H -0.03046 -3.45636 -0.67803
H 1.88305 0.93408 -1.81066
H 2.64151 1.96040 -0.58956
H 0.90396 1.66853 -0.53203
*
```

Properties
E_tot = -4024.22878 a.u.
E_LUMO = -6.366 eV
ΔE to the lowest compared entry with this formula, charge and spin = 0.000 eV


Entry 8:
The following is a DFT calculation (ωB97M-V/def2-TZVPD) of a structure of composition C5H7N.

The geometry in ORCA input format:
```
! RIJCOSX wB97M-V def2-TZVPD def2/J DEFGRID3
* xyz 0 1
C -0.90035 0.77128 -0.40845
C -0.03369 -0.05039 -1.29483
C 0.70343 -0.97983 -0.65111
C 0.60391 -0.97064 0.78320
N 0.58247 0.27226 1.48183
C -0.74200 0.37422 0.98860
H -1.90207 1.02475 -0.78039
H -0.06447 1.49307 -0.71737
H -0.02575 0.18685 -2.35049
H 1.19283 -1.77296 -1.20478
H 0.93327 -1.85072 1.35042
H 1.20323 0.96721 1.08677
H -1.55080 0.53490 1.71661
*
```

Properties
E_tot = -249.33895 a.u.
E_LUMO = 1.018 eV
ΔE to the lowest compared entry with this formula, charge and spin = 3.654 eV